Arrangement A

21
Properties=species:S:1:pos:R:3 method="wB97M-V/def2-TZVPD" e_lumo_ev=-7.01 homo_energy_ev=-18.655 charge=+2 homo_lumo_gap_ha=0.4279
C -1.0440 -0.0123 -1.5039
C -1.4664 -0.3393 -0.0853
C -0.4000 0.0632 0.9521
C 0.9810 -0.5446 0.8023
C 1.8691 0.1180 0.0581
N 3.3094 -0.3290 0.0765
N -2.7041 0.5037 0.2036
H -1.8225 -0.2789 -2.2287
H -0.8807 1.0433 -1.7591
H -0.1263 -0.5259 -1.7585
H -1.8194 -1.3541 0.0448
H -0.7838 -0.1805 1.9500
H -0.1971 1.1297 0.9294
H 1.4500 -1.2607 1.4720
H 1.8132 1.1121 -0.3618
H 3.7435 0.0388 0.9308
H 3.7694 0.0504 -0.7559
H 3.5628 -1.3212 0.1043
H -3.5298 0.3020 -0.3711
H -2.6804 1.5282 0.1626
H -3.0438 0.2571 1.1378

Arrangement B

21
Properties=species:S:1:pos:R:3 method="wB97M-V/def2-TZVPD" e_lumo_ev=-8.35 homo_energy_ev=-20.376 charge=+2 homo_lumo_gap_ha=0.4419
C 0.4253 0.1163 -2.2798
C 0.0184 -0.5481 -0.9771
C -0.6672 0.4483 -0.0498
C -0.4757 0.4071 1.4472
C 1.3967 1.0609 2.9893
N 0.9518 0.7224 1.8513
N -0.9472 -1.6823 -1.3688
H -0.3238 0.1163 -3.0850
H 0.7033 1.1690 -2.2798
H 1.2558 -0.3937 -2.7806
H 0.8877 -0.9394 -0.4345
H -1.7589 0.5476 -0.1837
H -0.4179 1.4562 -0.4084
H -0.7119 -0.5811 1.8821
H -1.1911 1.0098 2.0018
H 2.4328 1.1565 3.2871
H 0.6317 1.0227 3.7740
H 1.4964 0.7006 0.9953
H -1.9073 -1.4018 -1.1393
H -0.8021 -2.5572 -0.8615
H -0.9966 -1.8298 -2.3800

Which of them is most stable, and which least? Most stable: arrangement A; least stable: arrangement B.

Arrangement A

11
Properties=species:S:1:pos:R:3 method="wB97M-V/def2-TZVPD" e_lumo_ev="-0.56 / -1.93" homo_energy_ev="-9.516 / -8.796" charge=0 homo_lumo_gap_ha="0.3293 / 0.2522"
C -0.8107 2.5923 -0.0875
C -1.0436 1.3836 0.0087
C 2.0044 -0.9018 0.2326
C 1.0672 -1.6324 -0.2468
O -2.2330 -0.6778 -1.1229
O -2.2776 -0.6951 1.3737
S -1.5749 -0.3597 0.1176
H -0.7658 3.6196 -0.3236
H 3.1429 -1.1420 0.2544
H 1.9351 0.0923 0.7047
H 0.5560 -2.2790 -0.9109

Arrangement B

11
Properties=species:S:1:pos:R:3 method="wB97M-V/def2-TZVPD" e_lumo_ev=-1.55 homo_energy_ev=-8.527 charge=0 homo_lumo_gap_ha=0.2564
C -0.2390 -0.7179 -0.4472
C 0.9891 -0.2742 0.3303
C 1.3580 0.9144 0.8503
C 0.4551 2.2766 1.0544
H -0.6017 1.0464 -1.0662
H 1.6278 -1.0576 0.6231
H 2.3605 1.1388 1.3848
H 0.4689 3.1167 2.1506
O -1.1528 0.0347 -0.8382
O -0.1965 2.3878 -0.1917
S -0.5275 -2.3011 -0.3488

Which of them is most stable, and which least? Most stable: arrangement B; least stable: arrangement A.

Arrangement A

17
Properties=species:S:1:pos:R:3 method="wB97M-V/def2-TZVPD" e_lumo_ev="-0.35 / -0.35" homo_energy_ev="-8.110 / -8.116" charge=0 homo_lumo_gap_ha="0.2852 / 0.2852"
C 0.8432 2.6900 -0.1836
C -0.3361 2.0279 0.1129
C 1.8199 1.6708 -0.2769
C -0.0375 0.6993 0.3106
C -0.3867 -2.5226 0.0209
C -0.7963 -0.4042 0.7615
C -1.2475 -1.7392 -0.9477
N -0.0438 -1.5929 0.9977
O -0.0780 -3.6862 0.0046
O 1.3227 0.5479 0.0802
F -2.4332 -2.1686 -1.4681
F -0.5225 -1.3216 -2.0380
H 1.1455 3.6971 -0.3825
H -1.2053 2.5212 0.2398
H 2.8204 1.6861 -0.1238
H -1.6854 -0.3605 1.3517
H 0.8205 -1.7445 1.5408

Arrangement B

17
Properties=species:S:1:pos:R:3 method="wB97M-V/def2-TZVPD" e_lumo_ev=-1.06 homo_energy_ev=-9.424 charge=0 homo_lumo_gap_ha=0.3072
C -1.4466 -1.1610 0.2386
C -0.1161 -0.3215 0.0480
C -2.5649 -0.4261 0.6173
C -1.6632 1.5757 -0.1065
C -0.3566 1.0282 -0.5532
C 2.1034 -0.5514 -0.7936
C 2.8528 -0.2973 0.2624
N -2.5606 0.9306 0.5106
O 0.8670 -1.1609 -0.5919
O 0.3640 1.5410 -1.3836
F 4.1178 0.0712 0.1856
F 2.6430 -0.5792 1.5357
H -1.3344 -2.2560 0.1963
H 0.0815 -0.0725 1.0679
H -3.4860 -0.9060 0.8448
H -1.8545 2.6935 -0.3643
H 2.3533 -0.1082 -1.7141

Which of them is most stable, and which least? Most stable: arrangement B; least stable: arrangement A.

Arrangement A

14
Properties=species:S:1:pos:R:3 method="wB97M-V/def2-TZVPD" e_lumo_ev=0.58 homo_energy_ev=-10.704 charge=0 homo_lumo_gap_ha=0.4146
O -0.3138 -0.3332 0.2303
C 0.3205 0.5998 -0.1948
O 1.3747 0.4193 -1.0253
C -0.0739 2.0831 -0.0219
H 1.6794 -0.4734 -1.3827
H -0.7586 2.3768 -0.8586
H -0.7455 2.2151 0.8218
H 0.8311 2.7345 -0.1299
H 1.0153 -2.0965 0.6998
H 2.5270 -1.9919 1.1500
O 1.9218 -1.9088 0.3910
H -2.1143 -0.4971 0.6280
H -3.5106 -1.1704 0.3787
O -3.0332 -0.3266 0.4031

Arrangement B

14
Properties=species:S:1:pos:R:3 method="wB97M-V/def2-TZVPD" e_lumo_ev=0.42 homo_energy_ev=-10.550 charge=0 homo_lumo_gap_ha=0.4032
O -0.6326 -0.1701 -0.9677
C -0.0086 -0.6583 -0.0750
O 1.2352 -0.3350 0.3093
C -0.4910 -1.8916 0.6818
H 1.4192 0.6136 0.1850
H -0.3004 -2.7527 0.0464
H 0.0049 -1.9238 1.6376
H -1.5650 -1.8495 0.7842
H 3.0676 0.8970 1.7376
H 3.0963 2.2189 2.2974
O 2.6025 1.7284 1.6229
H -2.2687 1.2699 -2.1777
H -3.0176 1.5531 -3.4997
O -3.1418 1.3000 -2.5821

Which of them is most stable, and which least? Most stable: arrangement B; least stable: arrangement A.

Arrangement A

16
Properties=species:S:1:pos:R:3 method="wB97M-V/def2-TZVPD" e_lumo_ev=-3.05 homo_energy_ev=-14.498 charge=+1 homo_lumo_gap_ha=0.4206
C -1.5140 0.2375 -1.4862
N -0.1098 0.1402 -1.0679
C 0.3068 -0.6252 -0.0001
N 1.6610 -0.7849 0.0988
N -0.6185 -1.1672 0.8984
H -2.0782 0.9032 -0.8435
H -2.0975 -0.6477 -1.4816
H -1.4565 0.5186 -2.5108
H 0.5781 0.4933 -1.7604
H 2.4707 -0.6366 -0.4236
H 1.9003 -0.9488 1.1397
H -0.3801 -2.1073 1.2604
H -1.5450 -0.7207 0.9943
H 0.3598 2.5211 0.5798
H 0.0606 2.0405 2.1987
O 0.3628 1.6992 1.2824

Arrangement B

16
Properties=species:S:1:pos:R:3 method="wB97M-V/def2-TZVPD" e_lumo_ev=-3.14 homo_energy_ev=-14.487 charge=+1 homo_lumo_gap_ha=0.4170
C 0.4751 2.4441 0.8042
N -0.2006 1.2568 0.2597
C 0.3280 0.0944 -0.0311
N -0.3346 -0.7561 -0.8779
N 1.5831 -0.2316 0.3244
H 0.4344 3.2496 0.0829
H -0.0026 2.8432 1.6977
H 1.4983 2.2341 1.0900
H -0.9661 1.5288 -0.3296
H -0.0086 -0.6197 -1.8402
H -0.7697 -1.7010 -0.8346
H 1.9329 -1.1341 0.0314
H 2.1332 0.4326 0.8479
H -1.5764 -3.8514 -0.4126
H -2.6469 -2.8225 -0.1197
O -1.8795 -2.9671 -0.6922

Arrangement C

16
Properties=species:S:1:pos:R:3 method="wB97M-V/def2-TZVPD" e_lumo_ev=-3.14 homo_energy_ev=-14.050 charge=+1 homo_lumo_gap_ha=0.4008
C 0.0414 -0.3399 -0.7839
C -0.8566 -0.3097 0.4653
N -0.3601 0.5128 -1.8907
N -0.1555 -0.9372 1.6146
N 1.3684 0.1706 -0.2203
O -0.7257 1.0876 0.5960
H 0.4235 -1.3772 -1.1887
H -1.8578 -0.7325 0.3627
H -0.8677 1.3589 -1.6273
H 0.4352 0.6848 -2.5450
H -0.5251 -1.8777 1.6208
H -0.4813 -0.3575 2.3786
H 2.1977 0.0106 -0.7853
H 1.3308 1.0857 0.2399
H 1.2661 -0.5568 0.5627
H -1.2332 1.5776 1.2006

Which of them is most stable, and which least? Most stable: arrangement B; least stable: arrangement C.

Arrangement A

10
Properties=species:S:1:pos:R:3 method="wB97M-V/def2-TZVPD" e_lumo_ev=-1.57 homo_energy_ev=-9.803 charge=0 homo_lumo_gap_ha=0.3025
C -0.7066 -0.8807 -0.0185
C -0.5727 0.8281 -0.2576
H 2.5300 0.6078 1.0061
H 0.8960 2.3258 0.1026
N 0.3556 -1.5943 -0.4563
N 1.5437 -0.8825 -0.1814
N 1.8077 0.3867 0.3415
N 0.6889 1.2837 0.0116
O -1.7866 -1.2301 0.4842
O -1.5287 1.6084 -0.1667

Arrangement B

10
Properties=species:S:1:pos:R:3 method="wB97M-V/def2-TZVPD" e_lumo_ev=-1.37 homo_energy_ev=-9.981 charge=0 homo_lumo_gap_ha=0.3165
C 0.3513 -0.7779 0.5059
C 0.8083 0.1452 -0.6439
H -1.9549 1.3557 -0.9628
H 0.5550 2.3504 -0.6787
N -0.9974 -0.6896 1.0799
N -1.8348 0.0361 0.5781
N -1.2157 1.2377 -0.1926
N 0.0430 1.2749 -0.6562
O 0.9246 -1.8240 0.8335
O 1.8850 0.2085 -1.2328

Arrangement C

10
Properties=species:S:1:pos:R:3 method="wB97M-V/def2-TZVPD" e_lumo_ev=-1.15 homo_energy_ev=-9.802 charge=0 homo_lumo_gap_ha=0.3180
C -1.4591 1.0499 -0.5563
C 0.1942 -0.4240 -0.3247
H -2.6576 1.1758 -0.3976
H 0.6173 -2.4458 0.0760
N -0.9339 -0.2385 -1.0085
N 0.5942 0.7518 0.5810
N 1.5620 0.3214 1.3551
N 1.1924 -1.4275 -0.1242
O -1.0307 2.2347 -0.4826
O 1.9212 -0.9978 0.8818

Which of them is most stable, and which least? Most stable: arrangement B; least stable: arrangement C.

Arrangement A

10
Properties=species:S:1:pos:R:3 method="wB97M-V/def2-TZVPD" e_lumo_ev=-1.68 homo_energy_ev=-10.102 charge=0 homo_lumo_gap_ha=0.3096
C 0.2202 -1.7179 0.2700
C 0.1022 0.8651 -0.8226
H -0.5636 2.3058 0.8137
H 0.3371 -2.7473 0.5161
N -0.4860 0.3627 0.3672
N -0.5167 -0.8674 0.9600
N 0.9103 -1.4093 -0.8798
N 0.9598 -0.1359 -1.3157
O -0.9107 1.3491 1.2137
O -0.0526 1.9951 -1.1226

Arrangement B

10
Properties=species:S:1:pos:R:3 method="wB97M-V/def2-TZVPD" e_lumo_ev=-0.70 homo_energy_ev=-9.636 charge=0 homo_lumo_gap_ha=0.3284
C 0.4722 -0.1762 -0.1469
C -0.1909 1.1664 -0.1539
H 3.5401 -0.1014 0.1659
H 0.3311 2.0740 -0.4842
N 1.6939 -0.5432 0.1970
N -1.4243 1.2702 -0.1413
N -1.3928 -1.1673 -0.0164
N -0.2854 -1.3212 -0.3270
O 2.6418 0.4184 0.1043
O -2.1042 0.1336 0.4128

Which of them is most stable, and which least? Most stable: arrangement A; least stable: arrangement B.

Arrangement A

10
Properties=species:S:1:pos:R:3 method="wB97M-V/def2-TZVPD" e_lumo_ev=0.22 homo_energy_ev=-9.676 charge=0 homo_lumo_gap_ha=0.3635
C -1.0566 -0.8918 -0.9559
C -0.1235 -1.2519 -0.1342
C 1.2636 1.3406 1.3363
O 1.8974 1.2619 2.3221
P -2.3276 -0.9972 -1.9970
H 0.8374 -1.5210 -0.4434
H -0.1965 -1.2450 0.9004
H 1.8593 1.6872 0.2959
H 0.1844 1.1531 1.2060
H -2.3379 0.4641 -2.5302

Arrangement B

10
Properties=species:S:1:pos:R:3 method="wB97M-V/def2-TZVPD" e_lumo_ev=-0.43 homo_energy_ev=-9.809 charge=0 homo_lumo_gap_ha=0.3448
C -1.7418 -1.8251 0.0135
C -1.2815 -0.7483 0.1641
C 1.3876 0.4345 -0.4295
O -0.7902 1.9531 -0.1975
P -0.3441 0.7163 0.4006
H -2.0189 -2.6911 -0.5465
H 1.9638 -0.5366 -0.4137
H 1.0964 0.7496 -1.5471
H 2.0266 1.3121 0.0207
H -0.2979 0.6355 2.5355

Which of them is most stable, and which least? Most stable: arrangement A; least stable: arrangement B.